Record 1
67
Properties=species:S:1:pos:R:3:forces:R:3 method="wB97M-V/def2-TZVPD" homo_ev=-18.5 largest_force_ev_per_a=0.754 gap_ev=7.367 energy_ev=-128404.3079 charge=+3
Ti 0.0067 0.5100 -0.4874 0.1 0.2 -0.2
C -3.4194 -0.2022 -0.3968 0.0 0.1 0.0
C -3.0418 0.5062 -1.6763 0.0 0.0 0.0
N -1.5838 0.3231 -1.9722 -0.1 -0.1 -0.1
C -1.1886 1.1370 -3.1700 -0.1 0.0 0.0
C -0.9529 2.5519 -2.7179 0.0 0.0 0.1
N -0.0507 2.5426 -1.5230 0.1 0.0 -0.2
C -0.0510 3.9292 -0.9307 0.0 0.0 0.1
C 0.4979 4.0367 0.4886 0.0 -0.1 0.0
C 1.5460 3.0008 0.8280 0.0 0.0 0.0
N 0.9702 1.6370 1.0753 0.0 0.1 0.1
C 0.2240 1.5108 2.3569 0.0 0.0 0.0
C -1.2625 1.6957 2.1404 0.0 0.0 0.0
N -1.6508 1.2077 0.7713 0.0 0.2 -0.1
C -3.0115 0.5589 0.8490 0.0 -0.1 0.0
H -2.9839 -1.1999 -0.4020 0.0 -0.1 0.0
H -4.4998 -0.3419 -0.3639 0.0 0.0 0.0
H -3.2653 1.5726 -1.6265 0.0 0.0 0.0
H -3.5974 0.1019 -2.5221 0.0 0.0 0.0
H -1.4806 -0.6512 -2.2591 0.0 0.0 0.0
H -1.9834 1.0957 -3.9155 0.0 0.0 0.0
H -0.2995 0.7023 -3.6116 0.1 0.0 0.0
H -1.8853 3.0351 -2.4304 0.0 0.0 0.0
H -0.5194 3.1475 -3.5216 0.0 0.0 0.0
H 0.8904 2.4176 -1.9019 0.0 0.0 0.0
H -1.0762 4.2961 -0.9588 0.0 0.0 0.0
H 0.5229 4.5634 -1.6062 0.0 0.0 0.0
H -0.3054 4.0116 1.2258 0.0 0.0 0.0
H 0.9520 5.0216 0.5969 0.0 0.0 0.0
H 2.0821 3.2897 1.7326 0.0 0.0 0.0
H 2.2868 2.9017 0.0341 0.0 0.0 0.0
H 1.7883 1.0400 1.1668 0.0 0.0 0.0
H 0.6017 2.2195 3.0942 0.0 0.0 0.0
H 0.4074 0.5081 2.7353 0.0 -0.1 0.0
H -1.5776 2.7304 2.2522 0.0 0.0 0.0
H -1.8055 1.1216 2.8860 0.0 0.0 0.0
H -1.7935 2.0580 0.2235 -0.1 0.0 0.0
H -3.7289 1.3557 1.0528 0.0 0.0 0.0
H -3.0098 -0.1046 1.7108 0.1 0.0 0.0
F 1.8243 0.6369 -1.0804 0.0 0.1 0.0
As 2.3460 -0.8357 -2.5894 -0.1 0.0 0.1
F 1.8693 0.4594 -3.5679 0.0 0.2 -0.3
F 0.5860 -1.0265 -2.2316 -0.2 0.0 0.0
F 2.4222 -2.0187 -3.7472 0.0 0.0 0.0
F 2.5503 -1.8051 -1.2128 0.1 -0.2 0.2
F 3.8906 -0.2300 -2.4391 0.3 0.0 0.0
C -1.2691 -3.2728 -0.0028 0.0 0.0 0.1
N -0.1403 -3.2016 0.9244 -0.1 0.0 -0.1
C 0.1602 -4.4250 1.7011 0.0 0.0 0.0
C 1.6423 -4.7097 1.6113 0.0 0.0 0.0
C 2.3985 -3.5117 2.1343 0.0 0.0 0.0
N 1.8560 -2.2335 1.5921 0.1 0.1 0.1
C 2.7455 -1.0825 1.7519 0.0 0.0 0.0
C 0.6818 -2.1714 0.9946 -0.1 0.0 -0.2
O 0.2790 -1.0096 0.4323 0.1 -0.6 0.4
H -1.2537 -4.2463 -0.4884 0.0 0.0 0.0
H -1.1745 -2.5187 -0.7739 0.0 0.1 0.0
H -2.2144 -3.1689 0.5292 0.0 0.0 0.0
H -0.4335 -5.2312 1.2806 0.0 0.0 0.0
H -0.1566 -4.2749 2.7349 0.0 0.0 0.0
H 1.9184 -4.9196 0.5766 0.0 0.0 0.0
H 1.8970 -5.5843 2.2072 0.0 0.0 0.0
H 3.4439 -3.5586 1.8357 0.0 0.0 0.0
H 2.3601 -3.4543 3.2227 0.0 0.0 0.0
H 3.7486 -1.4586 1.9338 0.0 0.0 0.0
H 2.4693 -0.4733 2.6139 0.0 0.0 0.0
H 2.8011 -0.5116 0.8304 0.0 0.0 -0.1

---

Record 2
71
Properties=species:S:1:pos:R:3:forces:R:3 method="wB97M-V/def2-TZVPD" homo_ev=-9.7 largest_force_ev_per_a=2.006 gap_ev=9.634 energy_ev=-155788.6962 charge=0
C -5.1125 1.9205 3.2479 0.2 0.3 -0.2
C -5.1888 2.6587 1.8957 0.1 0.0 -0.1
B -4.4847 1.8408 0.7576 0.1 -0.1 0.1
O -4.8495 0.5765 0.4161 -0.2 0.6 -0.5
C -3.2324 2.4384 -0.0569 -0.1 -0.4 0.0
Br -3.9582 4.0956 -0.8567 0.1 0.3 -0.1
I -1.6969 2.8852 1.3956 0.1 0.0 -0.1
O -2.8222 1.5635 -1.0310 0.4 0.0 0.1
C -1.5690 1.5821 -1.6476 1.0 -1.7 0.2
O -0.8452 0.6258 -1.4766 -1.2 1.6 -0.1
C -1.2991 2.6330 -2.6922 0.1 0.1 0.1
C -0.0730 3.5432 -2.4436 0.0 0.0 -0.2
C -0.3368 4.9293 -1.9015 0.0 -0.1 -0.1
F 0.8312 2.9010 -1.6036 0.0 0.0 -0.1
H -5.8908 1.1694 3.3348 0.0 -0.1 0.1
H -4.1413 1.4443 3.3676 0.0 -0.2 0.1
H -5.2080 2.6358 4.0607 -0.2 0.0 0.1
H -4.7253 3.6382 1.9925 0.0 0.1 0.0
H -6.2318 2.8326 1.6233 -0.1 0.1 0.0
H -5.7964 0.4660 0.5662 -0.1 -0.5 0.4
H -1.0786 2.0436 -3.5809 0.0 -0.1 0.0
H -2.1818 3.2241 -2.9100 -0.1 0.1 0.1
H 0.4156 3.6531 -3.4137 0.1 -0.1 0.0
H -1.1616 5.3855 -2.4433 -0.1 0.1 0.0
H 0.5443 5.5460 -2.0647 0.1 0.0 0.1
H -0.5633 4.8972 -0.8413 -0.1 0.0 0.1
O 5.2697 -0.6247 2.1961 0.1 0.1 0.1
S 5.0926 -0.5884 0.7748 -0.1 -0.1 -0.1
O 5.3835 0.6198 0.0669 0.1 0.1 0.0
O 3.6245 -1.0726 0.4299 0.1 0.0 -0.1
C 2.5256 -0.4489 1.1427 -0.3 0.1 0.2
C 2.1747 0.9178 0.5985 0.2 0.0 0.0
C 5.9581 -1.9230 0.0297 0.0 -0.1 0.0
H 2.7709 -0.4172 2.2050 0.1 0.0 0.0
H 1.6964 -1.1403 1.0100 0.1 -0.1 -0.1
H 2.9661 1.6415 0.7908 0.0 0.0 0.0
H 1.2575 1.2691 1.0737 0.0 0.0 0.0
H 2.0098 0.8745 -0.4746 -0.1 0.0 -0.1
H 5.7080 -2.8425 0.5501 0.0 0.0 0.0
H 7.0189 -1.7086 0.1319 0.0 0.0 0.0
H 5.6865 -1.9765 -1.0204 0.0 0.0 0.0
O -8.2257 -0.2615 0.3844 0.1 0.1 0.1
S -8.8589 -0.0362 -0.8848 0.0 -0.2 -0.2
O -9.0578 1.3050 -1.3346 0.1 0.1 0.1
O -10.2324 -0.8225 -0.9207 0.1 0.0 0.0
C -11.1552 -0.6102 0.1770 -0.2 0.0 0.3
C -11.9168 0.6925 0.0524 0.1 0.1 -0.1
C -8.0286 -0.9583 -2.1291 0.0 0.0 0.0
H -10.6065 -0.6719 1.1173 0.1 0.0 0.0
H -11.8290 -1.4622 0.1271 0.0 0.0 -0.1
H -11.2611 1.5526 0.1765 0.0 0.0 0.0
H -12.6904 0.7352 0.8189 0.0 0.0 0.0
H -12.3871 0.7678 -0.9273 0.0 0.0 0.0
H -7.9190 -1.9842 -1.7907 0.0 0.0 0.0
H -7.0545 -0.4937 -2.2670 0.0 0.0 0.0
H -8.6089 -0.9036 -3.0456 0.0 0.0 0.0
O 8.8421 -4.0855 1.2123 -0.1 0.0 -0.1
S 9.9041 -3.2820 0.6864 0.2 0.0 0.1
O 9.8436 -2.8447 -0.6739 -0.1 0.0 -0.1
O 11.2806 -4.0269 0.9445 0.0 0.1 0.0
C 11.3740 -5.4125 0.5356 0.0 -0.3 -0.1
C 11.5877 -5.5655 -0.9558 -0.1 0.1 0.0
C 10.1847 -1.8977 1.7329 0.0 0.0 0.0
H 10.4832 -5.9423 0.8742 0.0 0.1 0.0
H 12.2245 -5.7988 1.0925 0.0 0.1 0.0
H 10.7107 -5.2511 -1.5190 0.0 0.0 0.0
H 11.7909 -6.6108 -1.1885 0.0 0.0 0.0
H 12.4320 -4.9607 -1.2847 0.0 0.0 0.0
H 10.2658 -2.2455 2.7582 0.0 0.0 0.0
H 9.3277 -1.2372 1.6210 0.0 0.0 0.0
H 11.0932 -1.3970 1.4110 0.0 0.0 0.0

---

Record 3
65
Properties=species:S:1:pos:R:3:forces:R:3 method="wB97M-V/def2-TZVPD" homo_ev=-7.4 largest_force_ev_per_a=10.356 gap_ev=9.619 energy_ev=-42871.4452 charge=-1
B -0.3348 0.5480 -0.0151 0.6 1.4 1.8
F 0.1542 -0.6470 -0.4291 1.2 -0.3 -0.8
F -1.5728 0.6920 -0.5041 -2.2 0.5 -1.0
F -0.4148 0.5420 1.4099 0.2 -0.1 0.3
F 0.4242 1.7430 -0.3511 0.1 -0.8 -0.1
C -3.4928 0.8890 2.8719 0.9 -0.6 -1.8
C -4.8008 0.6130 2.1309 -0.8 -0.8 -1.6
N -5.7798 0.4540 1.4859 3.2 0.6 2.4
H -2.8988 1.6530 2.3829 -0.3 0.2 -0.9
H -3.7208 1.3870 3.7389 -0.9 0.8 2.5
H -2.6178 0.1880 3.0999 -2.1 -0.2 -0.7
C 1.4062 0.3410 4.3189 -2.8 -1.9 1.5
C 2.4172 -0.7360 4.4949 2.4 -3.6 2.6
N 3.1502 -1.6430 4.7839 -3.3 4.3 -1.6
H 0.3142 -0.2220 4.0319 3.0 1.7 1.2
H 1.3482 1.2000 5.1059 0.1 -2.1 -1.1
H 1.6752 0.7580 3.4289 0.4 1.6 -2.6
C 1.3172 4.8450 -0.1771 8.8 1.0 5.2
C 1.0562 6.0990 0.7609 1.2 2.1 3.2
N 0.9332 7.0000 1.5589 0.4 -4.7 -4.4
H 2.2322 4.8380 -0.8521 -1.4 1.0 0.7
H 1.4522 3.8390 0.2969 -0.3 1.3 0.7
H 0.4922 4.8020 -0.5621 -8.7 -0.8 -5.4
C -2.8038 3.5550 -0.6411 -3.5 1.9 -1.1
C -3.9068 3.4480 -1.7571 -2.4 0.7 -1.4
N -4.7888 3.3650 -2.5571 3.8 0.3 3.3
H -3.1808 2.8840 0.0639 0.0 -1.6 1.1
H -1.9588 3.2100 -1.1361 2.0 -0.4 -0.2
H -2.7768 4.5250 -0.0331 0.1 -0.9 -1.7
C 1.4282 -0.6200 -3.1541 6.4 -4.6 -1.5
C 1.1592 -1.2020 -4.4631 1.0 -1.0 -4.7
O 2.2982 -2.0990 -4.8321 2.3 4.3 7.9
H 1.3502 -1.5300 -2.5841 0.6 0.0 1.3
H 0.8082 0.0060 -2.8071 -4.8 4.8 2.3
H 2.5242 -0.1670 -3.1131 -2.3 -1.1 -0.1
H 1.2052 -0.4070 -5.2991 -0.8 -1.1 1.1
H 0.3832 -2.0160 -4.6481 -0.3 2.1 1.0
H 2.0882 -2.4690 -5.5691 -2.0 -3.6 -7.2
C -2.4208 -3.4680 -3.4601 -0.8 -0.8 3.4
C -1.8368 -2.6700 -2.2671 -9.9 1.4 -2.6
O -2.4288 -1.3030 -2.5011 1.9 -0.2 2.1
H -2.1078 -4.4970 -3.4791 0.3 -0.5 -0.1
H -2.2128 -2.9900 -4.3191 1.1 1.5 -3.2
H -3.5178 -3.4580 -3.4091 0.2 0.0 0.3
H -0.9068 -2.6690 -2.1551 8.0 0.2 0.6
H -2.3268 -3.0050 -1.3931 -0.2 -0.7 1.2
H -2.1498 -0.7530 -1.6891 -0.6 -1.0 -1.9
C 5.0872 0.4210 0.8819 -3.1 2.6 -2.7
C 3.5682 0.8670 0.8839 -1.0 -0.1 1.4
O 3.2562 1.3250 -0.4521 -2.7 1.5 2.4
H 5.0722 -0.3110 0.1449 0.2 -1.8 -1.2
H 5.4642 0.0760 1.7349 1.1 -1.5 3.7
H 5.7802 1.1510 0.4819 -0.3 0.7 0.1
H 3.2602 1.7610 1.7009 1.1 -2.3 -1.9
H 2.8102 -0.0750 1.0949 2.1 2.1 -0.1
H 2.3182 1.7470 -0.2211 2.5 -1.4 -1.7
C -0.6658 -4.4040 2.3459 -3.0 0.5 -0.2
C -0.2538 -2.9750 2.0329 5.9 -6.0 -0.9
O 0.1542 -2.9000 0.6809 -0.2 -3.3 1.8
H 0.0512 -5.0900 2.0679 2.2 -1.2 -0.2
H -1.5858 -4.8830 1.7369 1.4 1.7 1.7
H -0.7398 -4.3230 3.4469 -0.7 -1.1 -0.4
H 0.6072 -2.8420 2.7889 -0.7 0.4 -1.2
H -0.9648 -2.3910 2.2869 -5.0 4.5 1.3
H 0.1222 -2.0100 0.5529 0.2 3.9 -1.6